This record from OMol25 describes a cluster of 41 separate species, C21H111BrN3O42S in total at a distorted geometry. The level of theory is the ωB97M-V functional and the def2-TZVPD basis.

M: 1190.069 g mol⁻¹
total charge: +1
Kohn-Sham gap: 7.711 eV
LUMO level: -3.1 eV
HOMO level: -10.844 eV

Positions of all 179 atoms, in Å:
C1 -0.140 -2.724 5.410
C2 -0.290 -1.408 4.491
C3 0.509 -1.736 3.142
C4 1.995 -2.098 3.625
C5 0.490 -0.507 2.116
C6 -1.050 -0.137 1.942
C7 -1.967 -1.395 1.653
C8 -3.223 -1.015 0.745
S1 -4.416 -0.007 1.721
C9 1.151 -1.049 0.809
N1 1.604 0.040 -0.156
C10 2.335 -0.681 -1.265
C11 1.400 -1.563 -2.155
C12 0.666 -1.117 -3.342
C13 -0.191 -2.073 -4.089
C14 -0.348 -3.500 -3.690
C15 0.434 -3.952 -2.522
C16 1.270 -3.004 -1.796
O1 0.424 0.556 -0.680
C17 0.629 1.554 -1.580
N2 0.944 2.320 -2.372
C18 2.426 0.988 0.646
C19 3.767 0.376 1.257
C20 4.845 1.551 1.302
N3 5.069 2.128 2.428
C21 1.647 1.580 1.925
Br1 0.341 2.998 1.474
O2 1.172 0.572 2.788
H1 0.764 -2.696 6.062
H2 -1.106 -2.804 5.977
H3 -0.138 -3.610 4.704
H4 0.219 -0.543 4.991
H5 -1.390 -1.288 4.334
H6 0.126 -2.684 2.655
H7 2.043 -3.208 3.741
H8 2.799 -1.762 2.924
H9 2.210 -1.619 4.627
H10 -1.475 0.369 2.859
H11 -1.234 0.599 1.105
H12 -2.420 -1.846 2.589
H13 -1.460 -2.244 1.117
H14 -3.736 -2.005 0.541
H15 -2.928 -0.572 -0.243
H16 -4.767 1.051 0.917
H17 0.369 -1.718 0.338
H18 2.039 -1.724 0.971
H19 2.897 0.015 -1.962
H20 3.127 -1.393 -0.889
H21 0.757 -0.048 -3.646
H22 -0.758 -1.668 -4.969
H23 -1.015 -4.210 -4.233
H24 0.361 -5.022 -2.190
H25 1.832 -3.400 -0.905
H26 2.763 1.910 0.078
H27 4.245 -0.427 0.645
H28 3.632 0.091 2.342
H29 5.397 1.911 0.393
H30 5.767 2.873 2.307
H31 2.462 2.105 2.506
O3 -5.751 1.855 -1.166
H32 -5.267 2.063 -1.975
H33 -6.438 1.246 -1.458
O4 -3.728 -3.766 -3.310
H34 -3.601 -4.259 -4.131
H35 -3.284 -2.922 -3.472
O5 2.697 -4.634 1.756
H36 2.912 -5.363 2.356
H37 3.401 -4.662 1.099
O6 6.403 3.561 4.862
H38 6.757 3.023 5.582
H39 5.661 3.043 4.526
O7 3.998 2.600 -3.499
H40 4.338 3.456 -3.788
H41 3.067 2.621 -3.756
O8 -0.175 -4.971 0.956
H42 0.771 -4.868 1.139
H43 -0.587 -4.946 1.828
O9 -0.073 -6.928 -4.263
H44 -0.578 -6.942 -3.441
H45 0.572 -7.636 -4.151
O10 -2.661 -4.504 -6.348
H46 -2.538 -5.002 -7.164
H47 -2.215 -3.671 -6.511
O11 3.608 -7.458 3.099
H48 3.809 -8.186 3.701
H49 4.316 -7.493 2.443
O12 -3.230 -3.403 5.286
H50 -3.741 -4.172 5.007
H51 -3.639 -3.143 6.120
O13 -6.072 2.089 -4.233
H52 -5.754 2.942 -4.558
H53 -6.993 2.063 -4.514
O14 -7.130 1.059 -6.476
H54 -6.930 0.363 -5.840
H55 -6.399 1.021 -7.102
O15 -1.086 5.978 1.376
H56 -0.759 6.332 2.212
H57 -0.741 5.077 1.350
O16 -6.795 -2.546 2.273
H58 -6.594 -3.059 1.482
H59 -6.384 -1.687 2.106
O17 -4.524 -7.140 -4.756
H60 -3.858 -6.578 -5.165
H61 -5.151 -6.517 -4.370
O18 -4.494 -4.286 -0.518
H62 -4.055 -4.066 -1.353
H63 -5.230 -4.849 -0.783
O19 8.832 5.241 4.357
H64 9.289 5.474 3.540
H65 8.105 4.671 4.068
O20 9.450 4.026 6.940
H66 9.215 4.789 7.480
H67 9.458 4.372 6.035
O21 -2.544 7.878 -1.000
H68 -2.194 7.356 -0.267
H69 -3.266 7.341 -1.345
O22 5.790 2.589 -6.327
H70 6.731 2.678 -6.140
H71 5.372 2.622 -5.458
O23 2.052 -10.338 2.731
H72 2.386 -9.483 2.431
H73 1.120 -10.324 2.485
O24 0.456 4.030 5.167
H74 0.623 3.545 4.352
H75 0.893 4.878 5.023
O25 -3.714 -0.655 -4.165
H76 -3.047 -0.089 -4.571
H77 -4.343 -0.034 -3.776
O26 1.259 -5.971 -7.186
H78 2.207 -5.890 -7.034
H79 0.879 -5.937 -6.299
O27 3.071 -6.862 -5.279
H80 3.440 -6.524 -4.455
H81 3.390 -7.772 -5.322
O28 -0.968 -2.254 -7.448
H82 -0.230 -2.869 -7.332
H83 -0.558 -1.383 -7.386
O29 -4.698 6.573 0.236
H84 -4.369 6.927 1.073
H85 -4.357 5.671 0.215
O30 0.674 -4.293 7.967
H86 0.132 -4.300 8.764
H87 1.330 -4.982 8.124
O31 -5.299 9.077 2.068
H88 -4.832 9.305 1.253
H89 -6.009 8.489 1.773
O32 5.094 -2.306 3.725
H90 5.848 -2.889 3.873
H91 5.471 -1.419 3.787
O33 3.107 2.307 5.086
H92 3.562 2.538 4.266
H93 2.382 1.738 4.798
O34 11.109 1.021 6.981
H94 11.779 1.598 6.597
H95 10.468 1.633 7.364
O35 -0.426 10.322 -0.856
H96 -0.995 9.567 -1.060
H97 -0.335 10.781 -1.701
O36 -0.177 13.411 -2.754
H98 0.763 13.520 -2.567
H99 -0.594 13.442 -1.884
O37 5.163 -5.545 1.743
H100 5.920 -5.353 1.175
H101 5.365 -5.081 2.566
O38 0.015 6.538 -1.851
H102 -0.848 6.220 -2.139
H103 0.066 6.266 -0.927
O39 -6.947 4.403 -6.132
H104 -7.496 3.631 -6.322
H105 -6.839 4.830 -6.993
O40 -2.457 -6.932 0.787
H106 -2.126 -6.073 0.495
H107 -3.389 -6.918 0.540
O41 -8.269 9.828 1.660
H108 -7.327 9.934 1.847
H109 -8.685 9.861 2.529
O42 -7.800 6.208 -8.488
H110 -8.093 6.989 -8.004
H111 -7.761 6.502 -9.406

These are the Löwdin partial charges, in e, on atoms 1 to 5: -0.101, -0.168, -0.253, -0.069, -0.355